[1]
The following is a DFT calculation (the ωB97M-V functional and the def2-TZVPD basis) of a 6-piece molecular cluster, C21H32N3O15P overall in a non-equilibrium geometry.

**Spin multiplicity**: 1
**Frontier orbital gap**: 8.425 eV
**SMILES string**: NC[PH2](N)c1cccnc1.O=C1OCCO1.O=C1OCCO1.O=C1OCCO1.O=C1OCCO1.O=C1OCCO1

```
72
Properties=species:S:1:pos:R:3:mulliken_charge:R:1
N 1.859 1.736 1.615 -0.61
C 0.467 1.549 1.001 -0.27
P 0.078 -0.290 0.660 0.24
N -0.466 -1.974 0.281 -0.48
C 1.085 -0.292 -0.997 -0.18
C 0.214 -0.209 -2.408 -0.26
C 1.238 -0.247 -3.731 -0.43
C 2.827 -0.352 -3.390 -0.29
N 3.555 -0.383 -2.090 -0.29
C 2.704 -0.353 -0.866 0.14
H 1.688 2.447 2.388 0.27
H 2.172 0.863 2.103 0.24
H -0.321 1.937 1.809 0.32
H 0.327 2.230 0.061 -0.01
H 0.613 -0.675 1.942 0.01
H -1.336 0.094 0.546 -0.04
H -0.640 -2.503 1.173 0.24
H 0.342 -2.493 -0.176 0.23
H -0.952 -0.168 -2.481 0.33
H 0.798 -0.201 -4.839 0.29
H 3.528 -0.416 -4.357 0.27
H 3.257 -0.385 0.192 0.20
O 8.432 -1.173 1.800 -0.56
C 7.868 -0.831 0.774 0.61
O 8.508 -0.412 -0.356 -0.30
C 7.529 -0.328 -1.375 -0.34
C 6.255 -0.154 -0.615 -0.01
O 6.513 -0.817 0.609 -0.30
H 7.735 0.514 -2.042 0.30
H 7.545 -1.255 -1.958 0.27
H 6.033 0.898 -0.407 0.24
H 5.400 -0.603 -1.127 0.20
O -1.669 4.049 -2.061 -0.57
C -0.713 4.791 -1.913 0.60
O 0.236 4.643 -0.943 -0.10
C 1.278 5.552 -1.245 -0.38
C 0.597 6.594 -2.071 -0.33
O -0.453 5.879 -2.695 -0.36
H 1.712 5.963 -0.330 0.29
H 2.059 5.022 -1.802 0.32
H 0.165 7.394 -1.461 0.22
H 1.263 7.036 -2.817 0.32
O -0.644 -5.697 2.769 -0.56
C -1.242 -5.847 1.717 0.64
O -1.808 -4.832 0.999 -0.28
C -2.197 -5.378 -0.247 -0.36
C -2.350 -6.834 0.048 -0.16
O -1.433 -7.051 1.103 -0.34
H -3.128 -4.923 -0.596 0.29
H -1.408 -5.180 -0.981 0.30
H -3.357 -7.086 0.397 0.17
H -2.106 -7.462 -0.814 0.33
O -7.103 -5.954 -1.480 -0.56
C -6.704 -5.508 -0.417 0.60
O -5.430 -5.073 -0.192 -0.31
C -5.431 -4.432 1.070 -0.09
C -6.602 -5.047 1.766 -0.40
O -7.474 -5.381 0.703 -0.31
H -4.491 -4.613 1.598 0.16
H -5.553 -3.354 0.919 0.24
H -6.335 -5.962 2.305 0.28
H -7.085 -4.354 2.460 0.31
O 0.625 5.015 3.126 -0.58
C -0.446 5.338 2.639 0.66
O -1.660 5.087 3.210 -0.32
C -2.623 5.807 2.462 -0.41
C -1.964 5.981 1.132 -0.26
O -0.586 5.995 1.451 -0.21
H -3.559 5.247 2.393 0.32
H -2.815 6.763 2.961 0.27
H -2.162 5.143 0.455 0.17
H -2.258 6.912 0.641 0.34
```

[2]
The following is a DFT calculation (the ωB97M-V functional and the def2-TZVPD basis) of C21H33Cl2FI2N2NbO4P2S as an isolated structure in a non-equilibrium geometry.

**Relative energy (zero: lowest compared OMol25 entry of this formula, charge and spin)**: 53.47 kJ/mol
**Net charge**: -1
**Spin multiplicity**: 1
**Frontier orbital gap**: 5.985 eV

```
69
Properties=species:S:1:pos:R:3:nbo_charge:R:1
C -1.743 -2.434 2.816 -0.76
C -0.858 -2.614 1.604 0.75
O -1.011 -3.597 0.914 -0.59
N 0.281 -1.773 1.364 -0.77
C 1.253 -2.139 2.423 -0.43
Nb 0.165 0.163 0.630 1.11
C 0.280 2.393 0.297 -0.88
C 0.513 2.939 -1.138 -0.44
C -0.584 3.938 -1.495 -0.35
Cl -0.756 4.210 -3.263 -0.10
P -2.262 0.609 1.476 0.84
N -3.180 -0.557 0.873 -1.28
C -0.414 -0.404 -1.483 -0.82
I -2.107 0.670 -2.239 0.15
C -0.656 -1.905 -1.696 -0.25
C 0.612 -2.742 -1.717 -0.65
I -1.488 -2.205 -3.747 -0.05
P 2.742 0.072 0.212 0.71
O 2.938 -0.460 -1.349 -0.97
Cl 3.585 1.971 0.137 -0.33
S 0.696 0.963 3.077 1.96
O 0.203 2.304 3.289 -0.96
O 2.104 0.827 3.387 -0.95
F -0.156 0.105 4.199 -0.55
H -1.504 -1.580 3.443 0.24
H -1.629 -3.345 3.406 0.23
H -2.769 -2.406 2.459 0.28
H 1.589 -3.167 2.228 0.20
H 2.136 -1.509 2.421 0.25
H 0.774 -2.161 3.404 0.21
H -0.602 2.884 0.718 0.22
H 1.109 2.762 0.904 0.25
H 0.641 2.203 -1.933 0.20
H 1.435 3.528 -1.121 0.20
H -0.426 4.889 -0.992 0.21
H -1.546 3.549 -1.169 0.21
H -2.352 0.757 2.884 -0.04
H -2.663 1.886 1.021 -0.03
H -3.879 -0.147 0.264 0.38
H 0.411 -0.124 -2.146 0.23
H -1.468 -2.304 -1.098 0.23
H 1.252 -2.371 -2.519 0.21
H 1.175 -2.647 -0.791 0.23
H 0.367 -3.774 -1.955 0.23
H 2.861 0.297 -1.949 0.49
C 2.249 8.746 -0.442 -0.22
C 1.843 7.802 -1.375 -0.24
C 1.921 6.449 -1.072 -0.15
C 2.398 6.040 0.166 -0.24
C 2.801 6.984 1.099 -0.20
C 2.730 8.337 0.795 -0.22
H 2.190 9.801 -0.678 0.21
H 1.464 8.119 -2.338 0.21
H 1.609 5.714 -1.803 0.21
H 2.454 4.984 0.405 0.23
H 3.170 6.664 2.065 0.21
H 3.048 9.073 1.522 0.21
C -1.923 -5.806 -1.302 -0.23
C -2.512 -6.580 -2.292 -0.20
C -2.500 -7.965 -2.191 -0.23
C -1.903 -8.575 -1.097 -0.22
C -1.315 -7.799 -0.106 -0.24
C -1.321 -6.414 -0.209 -0.14
H -1.930 -4.726 -1.377 0.22
H -2.982 -6.101 -3.142 0.21
H -2.956 -8.569 -2.966 0.20
H -1.896 -9.656 -1.016 0.20
H -0.849 -8.275 0.748 0.20
H -0.863 -5.805 0.554 0.23
```

no.,E_tot (eV)
1,-66758.5558
2,-108409.4831